# 1
C6H23O9 | ωB97M-V/def2-TZVPD

Output
HOMO: -5.8 eV
E: -25024.84272 eV
total charge: -1
energy relative to the best compared isomer or geometry (same formula, charge and spin): 50.3 kcal per mole

Last column: Löwdin charge in e.
Positions of all 38 atoms, in Å:
O1 -2.040 1.670 0.768  0.02
C1 -1.693 0.535 1.081  -0.66
O2 -1.782 -0.552 0.398  -0.14
C2 -0.934 0.458 2.428  -0.12
C3 0.535 0.919 2.366  -0.19
C4 1.151 0.747 0.992  -0.11
C5 1.377 1.844 0.252  -0.13
C6 2.208 1.755 -1.034  -0.09
H1 -1.126 -0.512 3.053  0.12
H2 -1.265 1.218 3.116  0.09
H3 0.550 1.930 2.784  0.11
H4 1.164 0.392 3.042  0.09
H5 1.229 -0.251 0.633  0.07
H6 1.086 2.845 0.526  0.11
H7 2.396 0.700 -1.261  0.07
H8 3.175 2.204 -0.862  0.07
H9 1.713 2.107 -1.931  0.04
H10 -0.378 -0.465 -3.364  0.01
H11 0.673 0.645 -3.528  0.02
O3 0.572 -0.309 -3.443  -0.06
H12 3.315 -2.161 1.576  0.04
H13 3.100 -0.998 0.650  -0.01
O4 3.657 -1.276 1.387  -0.07
H14 -0.780 -2.025 1.080  0.00
H15 -0.366 -2.209 2.609  0.00
O5 -0.594 -2.659 1.798  -0.08
H16 1.035 -1.571 -1.492  0.01
H17 0.611 -2.617 -0.368  0.02
O6 1.336 -2.245 -0.874  -0.05
H18 -1.314 1.580 -1.926  0.00
H19 -0.021 2.255 -1.673  -0.02
O7 -0.858 2.412 -2.142  -0.07
H20 -3.248 -0.313 -2.430  0.06
H21 -1.947 -0.320 -1.534  0.01
O8 -2.288 -0.219 -2.437  -0.07
H22 -2.997 -1.855 -0.698  -0.01
H23 -3.462 -1.630 0.637  0.02
O9 -3.789 -2.027 -0.179  -0.09

# 2
H16O8 | ωB97M-V/def2-TZVPD

Output
HOMO: -10.9 eV
E: -16639.63987 eV
SMILES: O.O.O.O.O.O.O.O
energy relative to the best compared isomer or geometry (same formula, charge and spin): 54.7 kcal per mole

Last column: Löwdin charge in e.
Positions of all 24 atoms, in Å:
O1 3.682 -1.574 -1.351  -0.04
H1 3.973 -0.739 -1.717  0.04
H2 2.841 -1.766 -1.768  0.00
O2 -2.113 -0.511 2.306  0.00
H3 -1.382 0.083 2.369  0.04
H4 -2.005 -1.149 2.964  0.03
O3 -1.484 1.444 -0.347  -0.01
H5 -1.258 2.107 -0.979  0.05
H6 -2.339 1.159 -0.610  0.03
O4 0.833 3.109 0.600  0.00
H7 0.051 2.641 0.862  0.00
H8 1.344 2.467 0.245  -0.06
O5 2.636 0.671 0.668  -0.05
H9 3.326 -0.014 0.554  0.04
H10 1.883 0.140 0.732  -0.06
O6 0.648 -1.589 -2.060  -0.05
H11 1.126 -0.784 -2.410  0.10
H12 -0.243 -1.248 -2.002  0.05
O7 0.278 -0.750 0.430  -0.04
H13 0.402 -1.149 -0.410  -0.04
H14 -0.440 -0.110 0.360  0.00
O8 -3.845 -0.796 0.133  -0.05
H15 -4.602 -1.128 0.532  -0.01
H16 -3.307 -0.509 0.894  -0.01

# 3
C3H8Cl4NO3Sn2 | ωB97M-V/def2-TZVPD

Output
HOMO: -17.9 eV
E: -72587.02710 eV
total charge: +3
energy relative to the best compared isomer or geometry (same formula, charge and spin): 0.0 kcal per mole

Last column: Löwdin charge in e.
Positions of all 21 atoms, in Å:
Sn1 0.995 -1.498 4.004  1.78
Sn2 -2.041 -4.138 1.284  1.79
O1 -0.301 -2.044 1.533  -0.63
H1 0.059 -1.453 0.857  -0.07
C1 1.539 0.916 -0.195  0.03
N1 1.470 1.438 1.199  -0.40
O2 1.582 0.659 2.178  -0.17
O3 1.306 2.591 1.344  0.21
H2 0.495 0.636 -0.362  0.04
H3 2.173 0.034 -0.228  0.09
H4 1.831 1.680 -0.906  0.12
C2 0.513 -1.018 -2.856  -1.03
Cl1 2.264 -1.170 -3.048  0.56
Cl2 -0.005 0.619 -3.272  0.57
H5 0.074 -1.721 -3.557  0.03
H6 0.225 -1.278 -1.839  -0.01
C3 -2.464 1.005 0.704  -1.02
Cl3 -1.847 2.323 -0.288  0.59
Cl4 -2.592 1.515 2.407  0.52
H7 -3.458 0.772 0.336  0.03
H8 -1.818 0.132 0.704  -0.03

# 4
CH2NOP | ωB97M-V/def2-TZVPD

Output
HOMO (alpha / beta): -10.4 / -10.7 eV
E: -13890.18674 eV
energy relative to the best compared isomer or geometry (same formula, charge and spin): 119.6 kcal per mole

Last column: Löwdin charge in e.
Positions of all 6 atoms, in Å:
C1 1.901 0.018 0.290  -0.12
N1 2.920 -0.359 -0.085  0.05
O1 0.007 0.664 0.460  -0.52
P1 -0.959 -0.396 -0.114  0.74
H1 -2.071 -0.203 0.667  -0.11
H2 -1.798 0.276 -1.218  -0.04

# 5
C4H6O2 | ωB97M-V/def2-TZVPD

Output
HOMO: -8.3 eV
E: -8334.18799 eV
energy relative to the best compared isomer or geometry (same formula, charge and spin): 144.7 kcal per mole

Last column: Löwdin charge in e.
Positions of all 12 atoms, in Å:
O1 -1.188 0.786 -1.169  -0.01
C1 -0.933 0.383 0.141  -0.33
C2 -0.167 -0.913 0.345  -0.29
C3 1.073 -0.490 -0.430  0.02
C4 0.360 0.805 0.884  -0.04
O2 0.274 -0.413 1.637  -0.09
H1 -1.377 1.733 -1.154  0.11
H2 -1.794 0.494 0.809  0.15
H3 -0.565 -1.940 0.340  0.15
H4 2.004 -0.971 -0.120  0.11
H5 0.975 -0.284 -1.495  0.10
H6 1.338 0.810 0.213  0.12

# 6
C29H22BCl5IN8O2Ti | ωB97M-V/def2-TZVPD

Output
HOMO (alpha / beta): -8.2 / -8.6 eV
E: -140955.24193 eV
spin multiplicity: 2
energy relative to the best compared isomer or geometry (same formula, charge and spin): 3.3 kcal per mole

Last column: Löwdin charge in e.
Positions of all 69 atoms, in Å:
Ti1 0.220 -0.500 0.653  1.00
C1 -0.432 -2.498 -3.150  -0.03
C2 -0.206 -1.358 -2.386  -0.12
N1 0.033 -1.688 -1.116  -0.03
N2 -0.029 -3.036 -1.043  -0.01
C3 -0.300 -3.542 -2.249  -0.05
B1 0.325 -3.790 0.259  -0.50
N3 -0.646 -3.415 1.393  -0.01
C4 -1.354 -4.209 2.213  -0.07
C5 -1.876 -3.432 3.227  -0.05
C6 -1.427 -2.141 2.940  -0.15
N4 -0.684 -2.144 1.841  -0.03
N5 1.714 -3.328 0.727  -0.02
C7 2.759 -4.079 1.101  -0.06
C8 3.680 -3.264 1.724  -0.04
C9 3.093 -1.999 1.696  -0.14
N6 1.910 -2.038 1.087  -0.03
H1 -0.656 -2.557 -4.200  0.10
H2 -0.204 -0.322 -2.682  0.10
H3 -0.378 -4.607 -2.387  0.13
H4 0.301 -4.972 0.057  0.12
H5 -1.425 -5.266 2.021  0.12
H6 -2.495 -3.749 4.047  0.10
H7 -1.618 -1.216 3.458  0.09
H8 2.765 -5.139 0.908  0.12
H9 4.633 -3.542 2.139  0.10
H10 3.475 -1.070 2.081  0.11
C10 -3.959 -1.546 0.859  -0.01
C11 -3.710 -0.582 -0.258  -0.25
N7 -4.613 -0.473 -1.210  0.12
C12 -4.412 0.380 -2.226  -0.09
C13 -3.302 1.183 -2.335  -0.14
C14 -3.137 2.142 -3.492  -0.22
O1 -4.255 2.203 -4.351  -0.05
C15 -2.308 1.056 -1.342  -0.10
C16 -1.140 1.914 -1.345  -0.11
N8 -0.012 1.637 -0.807  0.07
C17 0.892 2.750 -0.822  -0.37
C18 1.863 2.836 -1.813  -0.07
C19 2.774 3.879 -1.817  -0.09
C20 2.724 4.848 -0.827  -0.09
C21 1.732 4.799 0.138  -0.15
C22 0.806 3.763 0.129  -0.63
I1 -0.750 3.813 1.519  1.02
C23 -2.503 0.164 -0.286  -0.26
O2 -1.610 0.024 0.676  -0.21
H11 -4.966 -1.945 0.766  0.08
H12 -3.839 -1.060 1.828  0.08
H13 -3.241 -2.369 0.829  0.07
H14 -5.180 0.403 -2.987  0.11
H15 -2.300 1.828 -4.120  0.13
H16 -2.892 3.143 -3.116  0.12
H17 -4.996 2.585 -3.868  0.09
H18 -1.262 2.893 -1.814  0.14
H19 1.907 2.061 -2.566  0.10
H20 3.533 3.921 -2.586  0.11
H21 3.450 5.650 -0.808  0.11
H22 1.665 5.568 0.896  0.10
Cl1 0.276 0.989 3.751  0.67
C24 1.626 1.447 2.747  -0.73
C25 1.765 0.799 1.535  -0.31
C26 2.899 1.111 0.803  -0.70
Cl2 3.158 0.241 -0.690  0.75
C27 3.834 2.056 1.210  -0.70
Cl3 5.248 2.371 0.278  0.70
C28 3.611 2.746 2.402  -0.71
Cl4 4.707 3.973 2.902  0.69
C29 2.503 2.433 3.189  -0.72
Cl5 2.233 3.264 4.670  0.68